[1]
Below is a structure of composition C10H27I2N8O12, with properties calculated with ωB97M-V/def2-TZVPD.

```
59
Properties=species:S:1:pos:R:3
C 1.6569 1.4476 -1.2371
C 1.4156 2.9342 -1.2170
I 2.8389 4.0069 -2.2667
C 0.3997 3.5404 -0.6128
I -0.0552 5.5609 -0.6176
N -0.6029 2.7727 0.1808
C -1.5150 1.8388 -0.5916
N -2.8771 2.0808 -0.1743
H 2.4711 1.1682 -0.5649
H 0.7758 0.8622 -0.9704
H 1.9441 1.1527 -2.2475
H -1.2006 3.4724 0.6262
H -0.1385 2.2960 0.9621
H -1.2397 0.8169 -0.3233
H -1.3331 1.9651 -1.6609
H -3.0751 3.0772 -0.1183
H -3.5039 1.7309 -0.8939
C 3.1949 -0.3142 2.2638
N 1.9723 0.0889 3.0057
O 1.3827 1.1027 2.6476
O 1.5785 -0.6247 3.8930
H 3.3567 0.4260 1.4903
H 4.0273 -0.3611 2.9591
H 3.0090 -1.3018 1.8525
C -0.8913 2.0363 -5.1814
N -1.9417 1.3433 -4.3884
O -2.1665 0.1813 -4.6237
O -2.5147 2.0013 -3.5316
H -0.4675 1.3263 -5.8775
H -1.3631 2.8735 -5.6871
H -0.1414 2.3963 -4.4817
C -1.2019 -1.0821 2.4986
N -1.2151 -1.6390 1.1208
O -0.9726 -2.8108 0.9676
O -1.4331 -0.8464 0.2160
H -0.9595 -1.8765 3.1937
H -0.4416 -0.3085 2.5026
H -2.1806 -0.6580 2.7053
C 0.6008 -1.5513 -7.9365
N 0.7884 -0.0858 -7.7588
O 0.3757 0.6564 -8.6194
O 1.3431 0.2812 -6.7363
H 0.0960 -1.7136 -8.8807
H 1.5870 -2.0053 -7.9195
H 0.0109 -1.9013 -7.0945
C 3.0007 -4.4164 4.2781
N 4.3542 -3.7967 4.2257
O 5.3028 -4.4669 4.5507
O 4.4109 -2.6342 3.8614
H 3.1101 -5.4367 4.6241
H 2.4026 -3.8175 4.9584
H 2.5840 -4.3740 3.2761
C -3.8014 -0.8146 6.2338
N -3.7828 -1.3841 4.8585
O -3.5345 -2.5614 4.7278
O -4.0148 -0.6175 3.9411
H -3.5788 -1.6118 6.9321
H -3.0555 -0.0261 6.2645
H -4.7915 -0.3989 6.3952
```

Properties
Highest occupied orbital energy: -12.386 eV
Energy: -2332.69728 Eh
LUMO: -3.05 eV
Orbital gap: 0.3430 Ha
Total charge: +1

Results of the Mulliken charge analysis, in e, for atoms 1 through 2:
1 C -1.06
2 C 0.12

[2]
Below is a cluster of 2 separate species, C2H7IN3 in total in a non-equilibrium geometry, with properties calculated with ωB97M-V/def2-TZVPD.

```
13
Properties=species:S:1:pos:R:3
C 0.7231 -0.3337 -0.0984
C -2.6152 0.1729 -0.2142
N 1.3618 -0.4275 1.0457
N 0.6572 0.8122 -0.7925
N -1.6344 -0.3922 0.3644
I -4.7019 -0.1201 -0.1005
H 0.3227 -1.2906 -0.5021
H -2.1095 0.9721 -0.8477
H 1.9663 0.2779 1.2605
H 0.2863 0.7865 -1.7749
H 0.9121 1.5774 -0.2491
H -1.7334 -1.2268 0.9766
H 1.6439 -1.2947 1.4405
```

Properties
Highest occupied orbital energy (alpha / beta): -8.710 / -13.130 eV
Energy: -541.91151 Eh
2S+1: 3
LUMO (alpha / beta): -3.17 / -7.44 eV
Orbital gap (alpha / beta): 0.2035 / 0.2092 Ha
Total charge: +1

Results of the Mulliken charge analysis, in e, for atoms 1 through 2:
1 C 0.16
2 C -0.35

[3]
Below is an isolated molecule of C5H7NO, with properties calculated with ωB97M-V/def2-TZVPD.

```
14
Properties=species:S:1:pos:R:3
O -0.6660 -2.0977 0.1248
C -0.6408 -1.5932 -0.9782
C 1.2919 -0.2352 1.1890
N 0.5122 0.4614 0.4507
C 0.5216 0.6180 -1.0215
C -0.9098 0.1172 -0.9105
C -0.9669 0.5365 0.5458
H 2.2866 -0.4826 0.8301
H 0.9548 -0.5489 2.1710
H 1.2120 -0.0865 -1.5204
H 0.7289 1.6563 -1.3061
H -1.6749 0.3767 -1.6381
H -1.2970 1.5351 0.8542
H -1.3527 -0.2572 1.2092
```

Properties
Highest occupied orbital energy (alpha / beta): -6.086 / -6.083 eV
Energy: -324.53323 Eh
LUMO (alpha / beta): -0.37 / -0.37 eV
Orbital gap (alpha / beta): 0.2100 / 0.2099 Ha
Total charge: 0

Results of the Mulliken charge analysis, in e, for atoms 1 through 2:
1 O -0.30
2 C -0.49

[4]
Below is a structure of composition C14H39AlFO4S4 in a non-equilibrium geometry, with properties calculated with ωB97M-V/def2-TZVPD.

```
63
Properties=species:S:1:pos:R:3
C -0.0686 -2.1649 3.7185
C -0.4305 -1.8578 2.2297
C -0.4532 -0.3446 1.8508
C -1.1479 0.5944 2.8916
Al -2.9579 -0.0924 3.5876
C -3.9029 -1.2325 2.1551
C -4.0934 -2.7531 2.4763
F -3.6789 -3.0746 3.7637
H -0.7792 -2.9191 4.1006
H 0.9324 -2.6455 3.7941
H -0.0405 -1.2836 4.3702
H 0.3705 -2.3247 1.6111
H -1.3795 -2.3431 1.9551
H 0.5656 0.0119 1.5751
H -1.0442 -0.2649 0.9128
H -0.4859 0.6969 3.7864
H -1.2053 1.6067 2.4620
H -3.9068 1.1692 3.8938
H -2.7091 -0.8676 4.9840
H -3.4124 -1.1786 1.1606
H -4.9215 -0.8056 2.0411
H -5.1649 -3.0322 2.4252
H -3.5854 -3.4045 1.7399
C 2.5668 -0.6001 -1.2704
S 1.4258 0.3581 -2.2870
O 0.6193 1.2124 -1.3672
C 0.3954 -1.0424 -2.7636
H 3.2869 0.0865 -0.8283
H 2.0166 -1.1123 -0.4786
H 3.0910 -1.3228 -1.8980
H -0.0114 -1.5278 -1.8770
H 0.9909 -1.7511 -3.3393
H -0.4219 -0.6709 -3.3804
C -1.4939 5.5613 5.0858
S -2.2146 4.9835 3.5354
O -1.9820 3.5191 3.4594
C -0.9978 5.7757 2.4631
H -2.0774 5.1461 5.9054
H -0.4612 5.2193 5.1641
H -1.5362 6.6514 5.1243
H 0.0027 5.4195 2.7116
H -1.0553 6.8591 2.5836
H -1.2311 5.5121 1.4331
C 3.6649 3.1680 -6.7039
S 3.1194 3.1005 -4.9855
O 3.2319 1.6844 -4.5393
C 1.3779 3.4115 -5.3276
H 4.7324 2.9567 -6.7302
H 3.1307 2.4207 -7.2918
H 3.4822 4.1659 -7.1045
H 0.9908 2.6473 -6.0025
H 1.2661 4.4013 -5.7720
H 0.8347 3.3730 -4.3843
C 1.4548 -5.5114 -3.5391
S 0.7098 -5.3106 -1.9084
O -0.0873 -4.0538 -1.9386
C 2.2479 -4.9438 -1.0437
H 0.6584 -5.7084 -4.2547
H 1.9810 -4.5986 -3.8216
H 2.1448 -6.3559 -3.5220
H 2.7219 -4.0667 -1.4864
H 2.9138 -5.8056 -1.1049
H 2.0108 -4.7411 -0.0005
```

Properties
Highest occupied orbital energy: -3.689 eV
Energy: -2792.65682 Eh
LUMO: 1.87 eV
Orbital gap: 0.2043 Ha
Total charge: -1

Results of the Mulliken charge analysis, in e, for atoms 1 through 2:
1 C -1.20
2 C 0.51

[5]
Below is a cluster of 2 separate species, C9H14 in total in a non-equilibrium geometry, with properties calculated with ωB97M-V/def2-TZVPD.

```
23
Properties=species:S:1:pos:R:3
C 0.2512 2.0642 -1.7557
C 0.6098 -2.1308 -0.8699
C 1.6267 -1.2703 -0.5110
C -0.5673 -1.6213 -1.4399
C 1.4101 0.1037 -0.6384
C -0.6627 -0.2727 -1.6775
C 0.3286 0.6467 -1.2989
H 0.7966 -3.1927 -0.7656
H 2.5911 -1.5618 -0.1299
H -1.2122 -2.4080 -1.8033
H 2.2333 0.7307 -0.3006
H -1.5204 0.1272 -2.2131
H -0.7475 2.5022 -1.7249
H 0.4623 2.0782 -2.8318
H 0.9496 2.7249 -1.2523
C -1.5452 0.0764 2.6339
C -0.1053 0.3104 2.1684
H -2.1322 0.9380 2.2907
H -2.0276 -0.7851 2.1830
H -1.6905 0.1122 3.7096
H 0.5722 0.0766 2.9996
H 0.2313 -0.5006 1.5242
H 0.1480 1.2521 1.7035
```

Properties
Highest occupied orbital energy: -9.024 eV
SMILES: Cc1ccccc1.CC
Energy: -351.30591 Eh
LUMO: 1.00 eV
Orbital gap: 0.3683 Ha
Total charge: 0

Results of the Mulliken charge analysis, in e, for atoms 1 through 2:
1 C -1.59
2 C -0.17

[6]
Below is an isolated molecule of C9H18O3Si in a non-equilibrium geometry, with properties calculated with ωB97M-V/def2-TZVPD.

```
31
Properties=species:S:1:pos:R:3
O -3.5798 -0.5179 0.0571
O 0.3371 0.0342 -1.7613
O 0.6653 1.3479 0.3521
C -2.4514 -0.4489 -2.1936
C -2.5027 -0.1858 -0.8473
C -0.1080 0.6422 -0.6014
C -1.3502 0.2444 -0.1276
C -4.6881 -1.0335 -0.6921
C 1.5051 0.6792 -2.2142
C 1.8110 -1.3337 0.6086
C 3.3205 1.3865 1.3189
C 1.2765 0.2081 3.1352
Si 1.6914 0.4422 1.3700
H -3.2546 -0.7648 -2.8073
H -1.6118 -0.3250 -2.8059
H -1.4657 0.5700 0.9341
H -4.4953 -2.0527 -0.7544
H -5.7119 -0.9032 -0.2485
H -4.7434 -0.6298 -1.6511
H 1.5092 0.7903 -3.3418
H 2.3369 0.0066 -1.9502
H 1.6118 1.6880 -1.7789
H 2.6223 -1.4143 -0.1519
H 2.1468 -1.8810 1.4703
H 0.8956 -1.8373 0.4063
H 4.0432 1.1444 2.0964
H 3.6624 1.1156 0.3053
H 3.0688 2.5318 1.3089
H 2.0068 0.5600 3.8417
H 1.1219 -0.8447 3.4605
H 0.3303 0.7811 3.2620
```

Properties
Highest occupied orbital energy: -7.643 eV
SMILES: C=C(/C=C(\OC)O[Si](C)(C)C)OC
Energy: -868.86791 Eh
LUMO: 0.71 eV
Orbital gap: 0.3071 Ha
Total charge: 0

Results of the Mulliken charge analysis, in e, for atoms 1 through 2:
1 O -0.34
2 O -0.30

[7]
Below is an isolated molecule of C21H26N2O4, with properties calculated with ωB97M-V/def2-TZVPD.

```
53
Properties=species:S:1:pos:R:3
C 4.2159 3.0975 -3.1177
H 3.6953 2.6416 -3.9652
O 4.9270 2.1371 -2.3724
C 4.2279 1.1181 -1.8030
C 2.8542 0.9570 -1.8819
C 2.2476 -0.1269 -1.2503
C 3.0094 -1.0541 -0.5615
C 4.3952 -0.8963 -0.4866
C 4.9987 0.1900 -1.0986
H 6.0628 0.3541 -1.0647
O 5.0587 -1.8612 0.2063
C 6.4581 -1.7653 0.3191
H 6.9429 -1.7973 -0.6618
H 6.7569 -0.8516 0.8425
H 6.7663 -2.6317 0.9021
H 2.5770 -1.9234 -0.0936
C 0.7660 -0.2445 -1.3895
O 0.1564 0.2555 -2.3190
N 0.1541 -0.9642 -0.4212
H 0.6357 -1.1686 0.4434
C -1.2797 -1.0831 -0.3467
C -1.7588 -2.5064 -0.7256
C -1.0704 -3.5607 0.1380
H -1.1847 -3.3331 1.1952
H -0.0095 -3.6041 -0.0952
H -1.5018 -4.5405 -0.0530
C -1.5000 -2.7684 -2.2061
H -2.0148 -2.0370 -2.8241
H -1.8463 -3.7624 -2.4793
H -0.4365 -2.7002 -2.4201
H -2.8387 -2.5496 -0.5409
H -1.7049 -0.3620 -1.0560
C -1.7119 -0.7464 1.0810
O -0.9317 -0.7639 2.0124
N -3.0246 -0.4765 1.2128
H -3.5989 -0.3956 0.3886
C -3.6229 -0.0915 2.4755
C -4.0869 1.3416 2.4524
C -5.4003 1.6760 2.7491
C -5.8115 2.9976 2.7150
C -4.9143 3.9950 2.3752
C -3.6023 3.6679 2.0740
C -3.1905 2.3487 2.1139
H -2.1664 2.0907 1.8860
H -2.8983 4.4430 1.8101
H -5.2359 5.0254 2.3463
H -6.8352 3.2478 2.9517
H -6.1043 0.8995 3.0137
H -4.4591 -0.7610 2.7018
H -2.8433 -0.2268 3.2318
H 2.2202 1.6398 -2.4231
H 4.9646 3.7970 -3.4863
H 3.4935 3.6337 -2.4946
```

Properties
Highest occupied orbital energy: -8.397 eV
SMILES: COc1cc(OC)cc(C(=O)N[C@H](C(=O)NCc2ccccc2)C(C)C)c1
Energy: -1226.32892 Eh
LUMO: 0.76 eV
Orbital gap: 0.3365 Ha
Total charge: 0

Results of the Mulliken charge analysis, in e, for atoms 1 through 2:
1 C -0.82
2 H 0.34

[8]
Below is a cluster of 2 separate species, C6H3BrF2S in total in a non-equilibrium geometry, with properties calculated with ωB97M-V/def2-TZVPD.

```
13
Properties=species:S:1:pos:R:3
C 0.2014 2.1773 -0.5727
C 0.6752 1.7209 0.6326
C -0.6157 1.3390 -1.2327
C 0.2907 0.3898 0.8324
C 0.7768 -0.3252 1.9311
C -0.3960 -2.7868 -0.5830
F 0.6159 -3.6128 -0.6764
F -1.4152 -3.4930 -0.1733
S -1.0561 -0.0421 -0.3071
Br 0.3698 -2.1512 1.9349
H 0.4271 3.2013 -1.0466
H 1.2660 2.1551 1.3665
H -1.1397 1.4275 -2.1056
```

Properties
Highest occupied orbital energy: -8.367 eV
Energy: -3402.14037 Eh
LUMO: -1.31 eV
Orbital gap: 0.2595 Ha
Total charge: 0

Results of the Mulliken charge analysis, in e, for atoms 1 through 2:
1 C -0.42
2 C -0.62